[1]
ORCA calculation (wB97M-V/def2-TZVPD) on 5 unconnected molecules or ions with the total composition C7H21O5 in a non-equilibrium geometry.

Calculated values
- calculated total energy (Ha) = -655.5278
- relative energy (zero: lowest compared OMol25 entry of this formula, charge and spin) (kJ/mol) = 0.0
- net charge = -1
- LUMO energy (eV) = 3.0
- Kohn-Sham gap (eV) = 8.12
- E_HOMO (eV) = -5.13

The geometry in XYZ format:
```
33
Properties=species:S:1:pos:R:3:mulliken_charge:R:1
C -0.1215 2.9949 -0.7036 -0.667
O -1.0832 3.1405 0.3523 -0.572
C -0.1844 1.6923 -1.4819 -1.101
C 0.5736 0.4938 -0.9384 0.349
C -0.1526 -0.8321 -0.9255 -0.305
C 1.6905 -1.8002 0.5115 -1.296
C 0.6604 -1.9583 -0.3243 1.116
C 0.1762 -3.3407 -0.6492 -1.547
H -0.2734 3.8579 -1.3570 0.337
H 0.8447 3.1518 -0.2251 0.276
H -1.2557 1.4938 -1.5444 0.436
H -0.0385 1.8466 -2.5523 0.494
H 1.5139 0.3896 -1.4368 -0.219
H 0.6770 0.7428 0.1096 0.078
H -0.3860 -1.2142 -1.9256 0.326
H -1.1034 -0.7931 -0.3991 0.321
H 2.1824 -2.6441 0.9874 0.286
H 1.8798 -0.7955 0.8743 0.302
H -0.8472 -3.4892 -0.2829 0.306
H 0.7903 -4.1099 -0.1786 0.377
H 0.1217 -3.5534 -1.7176 0.325
H -2.7855 1.8742 2.1009 0.165
H -1.5785 2.3259 0.6135 0.431
O -2.2718 1.1445 1.7007 -1.160
H 0.2305 1.5899 3.0588 0.254
H -1.1718 1.1103 2.7787 0.485
O -0.4950 1.2029 3.5293 -0.742
H -2.3015 -1.5639 2.7765 0.290
H -2.6542 -0.4080 1.8446 0.393
O -2.8929 -1.3802 2.0168 -0.711
H 3.3596 -0.5582 -1.4013 0.338
H 3.1605 -0.4026 -2.9877 0.318
O 3.7361 -0.2080 -2.2234 -0.682
```

***

[2]
ORCA calculation (wB97M-V/def2-TZVPD) on a single C4H10N2OS molecule in a non-equilibrium geometry.

Calculated values
- calculated total energy (Ha) = -741.3015
- relative energy (zero: lowest compared OMol25 entry of this formula, charge and spin) (kJ/mol) = 200.8
- SMILES = C[C@H](CS)NC(N)=O
- LUMO energy (eV) = 0.6
- Kohn-Sham gap (eV) = 9.93
- E_HOMO (eV) = -9.29

The geometry in XYZ format:
```
18
Properties=species:S:1:pos:R:3:mulliken_charge:R:1
C -1.3137 -0.5116 1.2045 -1.141
C -0.4251 0.2221 0.2037 0.312
C -0.1061 1.6361 0.4534 -0.914
S 0.5961 1.7117 2.2792 -0.222
N -0.3691 -0.0464 -1.4294 -0.344
C 0.0624 -1.3745 -1.6794 0.478
N 0.8322 -1.3700 -2.8183 -0.397
O 0.2646 -2.2896 -0.8676 -0.581
H -1.8589 -1.3105 0.6304 0.323
H -2.0544 0.0571 1.8590 0.326
H -0.6157 -1.0451 1.9109 0.289
H 0.5629 -0.1710 0.3864 0.211
H 0.7922 1.8486 -0.0677 0.421
H -0.9328 2.3545 0.2411 0.361
H -0.6321 1.9462 2.8800 0.127
H -1.2118 0.2032 -2.1103 0.297
H 0.6145 -0.6074 -3.4520 0.212
H 1.1342 -2.2641 -3.1631 0.242
```

***

[3]
ORCA calculation (wB97M-V/def2-TZVPD) on a molecular structure, C5H7N in a non-equilibrium geometry.

Calculated values
- calculated total energy (Ha) = -249.2537
- relative energy (zero: lowest compared OMol25 entry of this formula, charge and spin) (kJ/mol) = 576.3
- LUMO energy (eV) = 0.8
- Kohn-Sham gap (eV) = 9.01
- E_HOMO (eV) = -8.25

The geometry in XYZ format:
```
13
Properties=species:S:1:pos:R:3:mulliken_charge:R:1
C 1.3261 0.2774 -2.2777 -0.894
C 0.4698 0.1723 -1.2607 0.178
C -0.5624 -0.2422 -0.6037 -0.344
C -1.1509 -0.0430 0.7709 0.174
C -0.3892 -0.4509 1.9891 -0.451
N -0.5555 0.9571 1.6756 -0.597
H -0.1779 -0.8616 -1.7165 0.251
H 2.1587 -0.4113 -2.3623 0.276
H 1.1754 1.0432 -3.0247 0.264
H -2.2386 -0.0651 0.8441 0.355
H 0.5797 -0.9201 1.8353 0.267
H -0.9274 -0.7872 2.8743 0.246
H 0.2921 1.3313 1.2564 0.276
```

***

[4]
ORCA calculation (wB97M-V/def2-TZVPD) on 2 unconnected molecules or ions with the total composition C10H17NO3 in a non-equilibrium geometry.

Calculated values
- calculated total energy (Ha) = -671.5996
- relative energy (zero: lowest compared OMol25 entry of this formula, charge and spin) (kJ/mol) = 469.6
- LUMO energy (eV) = 0.8
- Kohn-Sham gap (eV) = 8.53
- E_HOMO (eV) = -7.71

The geometry in XYZ format:
```
31
Properties=species:S:1:pos:R:3:mulliken_charge:R:1
C -1.7011 1.0222 3.0832 -1.201
C -1.3660 1.2996 1.7397 -0.057
C -1.0229 -0.1106 3.4439 -0.281
C -0.4825 0.3293 1.3665 -0.113
C 0.7124 2.3717 -0.9173 -1.463
C 0.5358 -1.7135 2.3532 -0.802
C -1.5372 -1.4595 -1.0096 -0.762
C 2.4912 -0.9990 -1.0179 -0.792
C -0.0022 1.1224 -1.4221 0.438
C 0.3349 -0.0829 -0.5332 0.463
N -0.2810 -0.5355 2.3814 0.191
O -1.3950 1.3074 -1.5086 -0.518
O -0.1391 -1.3132 -0.9025 -0.454
O 1.6828 -0.1464 -0.2255 -0.369
H -2.3706 1.5910 3.6990 0.417
H -1.7425 2.1098 1.1482 0.513
H -1.0076 -0.6448 4.3744 0.391
H 0.3292 2.6316 0.0665 0.336
H 1.7784 2.1883 -0.8292 0.333
H 0.5492 3.1988 -1.6073 0.480
H 1.4236 -1.5267 1.7509 0.226
H 0.8350 -1.9733 3.3692 0.365
H -0.0103 -2.5579 1.9199 0.253
H -1.7224 -2.5327 -1.0337 0.298
H -1.9188 -0.9935 -1.9200 0.259
H -2.0290 -1.0047 -0.1461 0.314
H 2.5032 -0.6787 -2.0644 0.325
H 2.1520 -2.0361 -0.9618 0.310
H 3.4931 -0.9137 -0.5984 0.271
H 0.3805 0.8737 -2.4342 0.272
H -1.5797 2.2552 -1.5483 0.357
```

***

[5]
ORCA calculation (wB97M-V/def2-TZVPD) on 25 unconnected molecules or ions with the total composition C23H78Br2O29 in a non-equilibrium geometry.

Calculated values
- calculated total energy (Ha) = -8252.9865
- relative energy (zero: lowest compared OMol25 entry of this formula, charge and spin) (kJ/mol) = 0.0
- LUMO energy (eV) = -0.2
- Kohn-Sham gap (eV) = 9.13
- E_HOMO (eV) = -9.35

The geometry in XYZ format:
```
132
Properties=species:S:1:pos:R:3:mulliken_charge:R:1
C 1.2300 -1.8172 4.0242 -1.310
C 2.2750 -1.5594 2.8612 0.800
O 2.9417 -0.2928 2.9951 -0.579
C 3.9502 -0.1373 1.9659 -0.423
C 3.4378 0.9519 0.9090 0.662
O 2.0478 0.6933 0.7364 0.668
C 1.3506 1.6081 -0.0986 0.856
C 1.6281 3.1616 0.0056 -0.456
Br 1.8638 4.2928 -1.6190 -0.087
C 1.7364 3.8767 1.2048 -0.303
C 1.9910 5.4665 1.2118 -1.406
Br 1.5889 3.0218 2.9638 -0.083
C -0.1283 1.4577 0.5124 -0.531
C -0.4573 -0.0300 0.0220 0.507
O -1.1454 -0.8657 0.5180 -0.734
O 0.2862 -0.2035 -1.1439 -0.587
C 0.9794 1.0330 -1.5317 0.999
C -0.1180 1.7509 -2.4212 -1.025
C -1.1154 0.7316 -3.1214 0.491
O -0.7793 0.1738 -4.1549 -0.724
C -2.5342 0.4275 -2.5995 0.999
C -3.3894 -0.5377 -3.3277 -0.705
C -4.7332 -0.8815 -2.8346 -0.718
C -5.3026 -0.2972 -1.6063 -0.520
C -4.4778 0.6927 -0.9064 -0.669
C -3.1449 1.0307 -1.3996 -0.158
C 2.1049 0.5742 -2.5542 -0.319
C 3.4449 1.4315 -2.5202 -1.294
C 2.3972 -0.9996 -2.5383 -1.347
C 3.1122 -1.5077 -1.2326 0.312
H 1.6976 -2.4635 4.8164 0.503
H 0.3493 -2.4078 3.5971 0.197
H 0.7911 -0.8736 4.4341 0.227
H 2.9716 -2.4284 2.7158 0.077
H 1.6578 -1.5059 1.9109 -0.196
H 4.8951 0.2294 2.4494 0.312
H 4.0696 -1.1184 1.4461 0.027
H 3.7006 1.9514 1.3413 -0.447
H 4.0834 0.7947 0.0085 -0.007
H 2.9735 5.7032 0.7161 0.311
H 1.2123 5.9525 0.5572 0.411
H 1.8960 5.9011 2.2343 0.346
H -0.8591 2.2641 0.2635 0.113
H -0.2188 1.3419 1.6203 0.461
H 0.3045 2.3578 -3.2730 0.734
H -0.7834 2.4734 -1.8669 0.509
H -3.0812 -1.0491 -4.2660 0.516
H -5.3827 -1.6209 -3.3675 0.359
H -6.2988 -0.5566 -1.1886 0.385
H -4.8319 1.1872 0.0347 0.381
H -2.5656 1.7781 -0.8074 0.145
H 1.6801 0.7445 -3.5867 0.725
H 3.5571 2.0532 -3.4416 0.175
H 3.5735 2.0579 -1.6059 0.275
H 4.2908 0.6798 -2.5034 0.371
H 3.1422 -1.1427 -3.3818 0.466
H 1.5005 -1.6011 -2.8423 0.352
H 4.0752 -0.9495 -1.1311 -0.065
H 3.4029 -2.5836 -1.4289 0.567
H 2.4765 -1.5278 -0.3154 -0.372
O -0.6110 4.6226 5.7008 -0.609
H -0.3465 4.2457 4.8544 0.255
H 0.0905 4.3591 6.3079 0.283
O 3.2818 -0.6720 6.2245 -0.662
H 3.8930 -1.3356 6.5637 0.307
H 3.3087 -0.7923 5.2630 0.328
O 1.5584 -4.1743 -1.6078 -0.564
H 0.7649 -3.9085 -1.1270 0.288
H 1.4013 -5.1005 -1.8252 0.279
O -0.5453 -4.3476 2.3640 -0.642
H -1.1870 -3.9705 1.7543 0.299
H -0.7070 -5.2936 2.3132 0.359
O -2.2833 -5.7834 1.0644 -0.653
H -2.9545 -5.5785 0.4026 0.271
H -2.7860 -6.1676 1.7939 0.327
O -2.7687 -8.4469 0.1665 -0.655
H -2.6221 -9.3984 0.2289 0.318
H -1.9041 -8.0625 0.3602 0.344
O -1.6634 3.9879 1.9711 -0.592
H -0.7118 4.0624 2.1252 0.245
H -2.0574 4.1726 2.8319 0.295
O 5.2986 4.8858 1.3289 -0.630
H 4.8799 4.0334 1.4956 0.319
H 6.0621 4.8997 1.9168 0.287
O -0.7540 -9.0445 -2.0857 -0.642
H -0.6081 -8.8531 -3.0204 0.333
H -1.6323 -8.6847 -1.9055 0.343
O 5.2674 -2.7834 2.2713 -0.610
H 5.0241 -3.1420 3.1326 0.272
H 5.0403 -3.4890 1.6528 0.320
O -2.7709 6.2528 6.9177 -0.618
H -2.0750 6.0445 6.2782 0.322
H -3.3014 6.9259 6.4782 0.316
O 0.5209 -8.7015 -4.9684 -0.652
H 1.1179 -9.3736 -4.6184 0.322
H 0.5499 -8.8367 -5.9220 0.313
O 6.4760 -1.3959 -0.6357 -0.670
H 6.2192 -1.7112 0.2403 0.305
H 6.2705 -2.1348 -1.2198 0.318
O -4.1870 1.0664 -5.9258 -0.708
H -3.9295 0.7244 -6.7907 0.266
H -3.4757 0.7796 -5.3396 0.409
O 0.7961 -2.0189 6.8169 -0.582
H 1.3756 -1.2701 6.5970 0.326
H 0.2796 -1.6984 7.5674 0.287
O -4.8631 3.8634 -6.3391 -0.751
H -4.6825 2.9156 -6.2145 0.417
H -4.0188 4.2885 -6.1519 0.295
O 1.0982 3.1799 8.0917 -0.585
H 0.6811 2.3269 8.2786 0.333
H 1.8520 3.2085 8.6891 0.286
O -0.1353 7.9173 0.8079 -0.608
H 0.0258 8.0366 -0.1352 0.304
H -1.0278 8.2579 0.9370 0.301
O -2.5994 -1.1965 -7.6122 -0.619
H -2.4935 -2.1520 -7.6833 0.298
H -1.8871 -0.9246 -7.0188 0.304
O 0.4017 -0.3480 9.3770 -0.629
H 1.3571 -0.3043 9.5083 0.315
H 0.0379 -0.2388 10.2639 0.296
O -6.8732 2.9399 -8.1941 -0.644
H -6.7543 1.9855 -8.2652 0.300
H -6.1652 3.2182 -7.5958 0.388
O -0.0660 -5.8823 4.8568 -0.640
H 0.0045 -5.0760 4.3276 0.353
H 0.8479 -6.1505 4.9990 0.304
O -6.5802 5.2612 -4.4985 -0.634
H -5.8912 5.0873 -5.1578 0.345
H -7.1262 5.9434 -4.9034 0.315
O -5.0303 0.3713 -8.6158 -0.577
H -4.4211 -0.2625 -8.2126 0.309
H -4.9731 0.1812 -9.5587 0.286
```

***

[6]
ORCA calculation (wB97M-V/def2-TZVPD) on a single CH4N2O2S molecule in a non-equilibrium geometry.

Calculated values
- 2S+1 = 3
- calculated total energy (Ha) = -698.4513
- relative energy (zero: lowest compared OMol25 entry of this formula, charge and spin) (kJ/mol) = 183.6
- LUMO energy (alpha / beta) (eV) = 0.7 / -3.1
- Kohn-Sham gap (alpha / beta) (eV) = 5.47 / 7.11
- E_HOMO (alpha / beta) (eV) = -4.78 / -10.22

The geometry in XYZ format:
```
10
Properties=species:S:1:pos:R:3:mulliken_charge:R:1
C 1.0576 0.3177 -0.6971 0.070
N 1.6265 0.7642 0.3064 -0.392
N -0.4765 0.2200 1.7231 -0.400
O -0.1863 2.4925 0.7966 -0.397
O -0.2949 0.4206 -0.9440 -0.450
S 0.5553 1.4740 1.5296 0.471
H 1.6504 -0.3568 -1.5007 0.313
H -0.5986 0.6438 -1.8177 0.295
H -0.1056 -0.5904 2.0991 0.236
H -1.4366 0.1445 1.3292 0.256
```

***

- calculated total energy of number 4 (C10H17NO3)?
  -671.5996 Ha